This record from the Open Molecules 2025 dataset describes a molecular structure, C4H16O4 in a non-equilibrium geometry. The level of theory is wB97M-V/def2-TZVPD.

```
24
Properties=species:S:1:pos:R:3:lowdin_charge:R:1
C -0.4028 -0.8581 1.8813 -0.049
O -0.5707 -0.4203 0.5078 -0.165
H 0.0530 -0.2458 2.6594 0.098
H -1.3413 -1.1878 2.3269 0.087
H 0.1760 -1.7814 1.8569 0.080
H -0.7697 -1.2084 -0.0030 -0.126
C -0.7924 1.4338 -1.1428 -0.194
O -1.3993 1.4473 0.1141 -0.132
H -0.3070 0.5010 -1.4296 0.058
H -1.4910 1.6481 -1.9516 0.075
H -0.1917 2.3383 -1.0471 0.060
H -1.2792 0.5738 0.4939 -0.121
C 1.7592 1.7882 0.2078 -0.110
O 2.8708 2.1300 1.1575 -0.154
H 1.3809 0.7968 0.4570 0.067
H 0.9864 2.5270 0.4200 0.068
H 2.1417 1.9721 -0.7962 0.081
H 2.8663 3.0896 1.1307 0.051
C -0.4914 -2.2910 -1.4842 -0.038
O -1.1001 -2.3362 -0.2012 -0.068
H -0.3408 -1.2257 -1.6591 0.073
H 0.4509 -2.8283 -1.3772 0.113
H -1.2193 -2.6231 -2.2244 0.105
H -0.9885 -3.2397 0.1033 0.139
```

Its spin multiplicity is 1. The orbital gap comes out at 8.66 eV. Its relative energy (zero: lowest compared OMol25 entry of this formula, charge and spin) is 580.1 kJ/mol. As for the total energy: -12591.8246 eV.